Computed, not measured: a structure of composition C12H35Br2INO12, with the ωB97M-V functional and the def2-TZVPD basis.

Geometry as ORCA input:
```
! wB97M-V def2-TZVPD RIJCOSX def2/J DEFGRID3
* xyz -1 1
C -6.078 1.752 0.433
C -6.727 1.569 -0.919
O -7.413 2.410 -1.432
O -6.554 0.355 -1.512
C -5.193 -0.091 -1.695
C -4.288 0.910 -2.427
C -3.089 1.376 -1.596
C -1.989 0.303 -1.442
C -0.560 0.870 -1.512
C 0.388 0.170 -0.535
C 1.866 0.335 -0.905
C 2.817 -0.632 -0.201
N 3.548 -0.066 0.945
Br 2.393 0.818 2.141
C 4.382 -0.945 1.681
Br 5.683 -1.740 0.472
I 3.299 -2.602 2.664
C 5.232 -0.152 2.801
O 5.401 -0.726 3.872
O 5.601 0.946 2.398
H -6.819 2.185 1.104
H -5.265 2.475 0.340
H -5.679 0.830 0.851
H -5.286 -1.002 -2.282
H -4.750 -0.384 -0.736
H -3.888 0.404 -3.311
H -4.881 1.752 -2.794
H -2.649 2.255 -2.076
H -3.417 1.668 -0.596
H -2.095 -0.171 -0.460
H -2.131 -0.489 -2.183
H -0.617 1.928 -1.234
H -0.168 0.804 -2.531
H 0.151 -0.900 -0.492
H 0.193 0.583 0.457
H 1.956 0.145 -1.978
H 2.206 1.364 -0.756
H 3.604 -0.892 -0.908
H 2.300 -1.565 0.063
O 2.060 1.726 -3.994
H 2.210 2.591 -4.385
H 2.410 1.099 -4.635
O -5.881 -3.256 -1.405
H -6.514 -2.533 -1.477
H -6.399 -4.049 -1.576
O 5.818 2.738 0.244
H 5.651 2.233 1.063
H 6.577 3.285 0.463
O 3.578 -1.341 5.974
H 4.090 -2.151 6.058
H 4.107 -0.851 5.320
O -0.347 2.805 1.694
H -0.402 2.773 2.654
H 0.470 3.279 1.508
O -0.115 -2.806 1.211
H -0.302 -3.430 1.924
H 0.650 -2.332 1.564
O 6.292 -1.250 -3.187
H 6.272 -1.363 -2.229
H 6.925 -0.539 -3.322
O 0.283 -4.107 3.929
H 0.018 -4.713 4.626
H 1.065 -3.658 4.272
*
```

## Properties
F_max	0.0143	hartree/bohr
E_tot	-6881.6601	hartree
LUMO	0.07700	Eh